This record from the OMol25 dataset describes C37H40CoN2O2Se2 as an isolated structure. The level of theory is ωB97M-V with the def2-TZVPD basis set.

XYZ file:
```
84
Properties=species:S:1:pos:R:3:forces:R:3:lowdin_charge:R:1
Co -0.19786 0.48155 0.53471 0.551 0.387 0.149 0.465
C -1.86845 4.70168 4.35326 -0.044 -0.067 -0.017 -0.388
Se -1.96240 2.81685 3.88351 0.169 -0.099 -0.105 0.963
C -3.07806 2.98728 2.29380 0.065 0.125 0.060 -0.545
C -2.45030 3.79509 1.16895 0.078 -0.175 0.080 -0.491
Se -1.31541 2.82723 -0.11339 0.237 -0.019 0.280 1.108
C -2.78952 2.25291 -1.23610 0.007 -0.116 0.028 -0.324
H -2.87322 5.09937 4.47256 0.010 0.006 0.020 0.032
H -1.31786 5.26739 3.60723 0.006 0.020 0.016 0.017
H -1.34194 4.75399 5.30322 -0.014 0.017 -0.006 0.023
H -4.01158 3.44648 2.61871 -0.022 0.011 -0.047 0.071
H -3.29113 1.96661 1.98941 -0.085 -0.064 -0.041 0.027
H -1.82933 4.60034 1.55321 -0.009 0.057 -0.019 0.043
H -3.22265 4.24403 0.54472 0.031 0.031 -0.051 0.073
H -3.20995 3.13294 -1.71519 0.012 0.034 0.045 0.040
H -3.53623 1.74470 -0.62912 -0.008 -0.009 -0.036 0.035
H -2.38992 1.56610 -1.97335 -0.018 0.029 -0.015 0.020
N 0.79261 1.23060 2.25595 -0.760 -0.564 -0.439 0.091
C 0.66107 0.19922 3.24013 0.287 -0.010 0.130 -0.233
C 1.64025 -0.18901 4.10291 0.096 0.063 0.032 0.011
C 1.39223 -1.22947 5.03240 -0.017 0.043 -0.043 -0.045
C 0.16930 -1.83170 5.09722 0.034 -0.019 0.028 -0.010
C -0.85179 -1.45989 4.18776 -0.086 -0.025 0.076 -0.131
C -2.13914 -2.04287 4.14998 0.038 -0.032 -0.025 0.026
C -3.01602 -1.67142 3.16990 -0.021 -0.002 0.040 -0.015
C -2.60312 -0.73615 2.20325 -0.051 0.076 0.053 -0.105
N -1.43287 -0.14035 2.23233 -0.697 -0.164 -0.298 0.068
C -0.57712 -0.46951 3.23444 -0.024 -0.044 -0.058 -0.191
H 1.74046 1.58107 2.20421 0.032 -0.054 -0.238 0.111
H 0.14714 1.99915 2.47276 0.137 0.002 0.231 0.033
H 2.60900 0.29852 4.08039 -0.037 -0.023 0.038 0.124
H 2.18660 -1.53495 5.70046 -0.032 0.023 -0.001 0.115
H -0.02513 -2.61456 5.82048 -0.003 0.041 -0.023 0.123
H -2.41004 -2.78681 4.88998 0.002 0.018 -0.028 0.130
H -4.00935 -2.09443 3.11291 0.027 -0.013 -0.024 0.117
H -3.26110 -0.47757 1.37907 0.046 -0.010 0.013 0.115
C -2.17452 -5.03233 -5.10191 0.032 0.013 0.108 -0.041
C -1.81520 -4.08683 -3.98635 -0.030 0.014 -0.044 -0.249
C -2.80202 -3.52856 -3.18091 -0.010 -0.001 -0.021 0.000
C -2.49191 -2.63803 -2.16339 -0.056 0.001 0.073 -0.192
C -3.58967 -2.05840 -1.30299 0.103 0.001 -0.119 -0.021
C -1.14945 -2.31821 -1.94276 -0.092 0.042 -0.015 -0.061
C -0.13181 -2.88408 -2.71530 0.157 -0.020 0.070 -0.182
C 1.31782 -2.53780 -2.47708 -0.093 0.009 -0.031 -0.013
C -0.48869 -3.76013 -3.73108 0.024 -0.030 -0.036 0.003
C -0.80523 -1.30743 -0.91172 -0.052 -0.215 -0.089 -0.520
O -0.13065 -1.56563 0.11335 0.362 0.469 0.663 0.031
O -1.18294 -0.09484 -1.04603 0.459 0.263 0.406 -0.062
H -3.20253 -4.87842 -5.42744 0.015 -0.022 -0.015 0.078
H -2.07729 -6.06914 -4.77247 -0.014 0.011 -0.007 0.089
H -1.51347 -4.89716 -5.95757 -0.017 0.003 0.002 0.081
H -3.84066 -3.79036 -3.35535 0.028 0.017 0.007 0.120
H -4.53332 -2.56452 -1.50073 0.009 0.023 0.024 0.084
H -3.72056 -0.99290 -1.50464 -0.020 -0.018 0.026 0.080
H -3.35495 -2.17589 -0.24228 -0.021 -0.013 -0.024 0.070
H 1.53450 -1.50847 -2.78004 -0.007 -0.033 0.029 0.092
H 1.97079 -3.19561 -3.04848 -0.016 0.013 0.002 0.087
H 1.57270 -2.62323 -1.42134 0.026 -0.026 -0.054 0.072
H 0.29207 -4.20008 -4.34327 -0.015 0.038 0.015 0.123
C 6.24577 -1.17889 -1.75917 -0.009 -0.004 0.005 -0.082
C 5.61022 -2.08385 -0.92306 -0.057 -0.020 0.036 -0.076
C 4.37239 -1.77231 -0.37809 0.053 -0.006 -0.001 -0.049
C 3.74781 -0.55692 -0.65958 0.046 0.095 0.270 -0.209
C 4.38882 0.33830 -1.51889 -0.005 0.034 -0.001 -0.020
C 5.62758 0.02862 -2.05850 -0.022 -0.020 -0.043 -0.071
C 2.42962 -0.30520 -0.02676 0.556 -0.041 -0.166 -0.062
C 1.61037 0.71007 -0.22548 -1.501 0.151 -0.485 -0.128
C 1.69050 1.98889 -0.93190 0.260 -0.083 -0.222 -0.321
C 1.08975 2.15142 -2.18268 0.080 -0.107 -0.157 -0.080
C 1.09844 3.38419 -2.81621 -0.028 -0.035 -0.062 -0.075
C 1.67260 4.48660 -2.19829 0.026 0.004 0.038 -0.077
C 2.27513 4.33702 -0.95704 -0.005 -0.003 0.071 -0.069
C 2.29536 3.09548 -0.33585 0.057 0.021 0.076 -0.060
H 7.21747 -1.41133 -2.17565 -0.030 -0.003 -0.013 0.106
H 6.07572 -3.03381 -0.69174 -0.001 0.030 -0.001 0.106
H 3.87840 -2.48222 0.27725 0.018 0.018 -0.010 0.113
H 3.92425 1.28377 -1.76499 0.034 -0.025 -0.002 0.103
H 6.11428 0.72935 -2.72571 -0.023 0.012 0.043 0.107
H 2.10909 -1.09970 0.64317 -0.070 -0.068 -0.177 0.104
H 0.64039 1.28974 -2.66404 -0.047 0.039 0.022 0.120
H 0.65657 3.48567 -3.79996 -0.017 -0.007 0.036 0.112
H 1.66248 5.45383 -2.68421 0.006 -0.032 0.001 0.109
H 2.74023 5.18734 -0.47352 0.014 -0.029 -0.025 0.109
H 2.81660 2.96760 0.60806 -0.045 0.066 -0.011 0.115
```
Forces are in eV/Å.

The maximum force is 1.58 eV Å⁻¹. The total charge is +1. As for the spin multiplicity: 1.


This record from the OMol25 dataset describes C37H40N2O4PtSTe as an isolated structure. The level of theory is ωB97M-V with the def2-TZVPD basis set.

XYZ file:
```
86
Properties=species:S:1:pos:R:3:forces:R:3:mulliken_spin:R:1
Pt -1.87566 0.55997 -1.14686 0.683 -0.470 0.103 1.411
C 2.81147 0.83524 3.46544 0.008 -0.083 0.160 0.000
C 2.61685 1.13607 2.00152 -0.081 -0.044 -0.158 0.000
C 3.79471 1.89249 1.41146 0.116 0.048 -0.066 0.000
O 2.40940 -0.09171 1.32621 -0.105 -0.039 -0.088 0.001
C 1.54328 0.20772 0.24036 0.074 -0.115 0.169 0.004
C 0.55884 1.21896 0.86328 0.044 -0.233 0.163 0.041
O 1.42609 1.89950 1.77640 -0.189 0.014 -0.017 0.000
C -0.78819 0.77968 1.51453 -0.069 -0.111 0.061 -0.147
O -1.31551 -0.28163 0.75992 -0.093 0.834 0.130 0.245
C -1.76460 1.98259 1.46528 -0.015 -0.109 0.075 0.025
C -1.36630 3.31318 1.35116 0.051 -0.007 0.024 0.007
C -2.31081 4.33352 1.29902 -0.006 -0.014 -0.006 0.003
C -3.66724 4.04374 1.36818 0.031 -0.065 -0.011 0.003
C -4.07579 2.72172 1.51162 0.040 0.005 -0.021 0.000
C -3.13045 1.70433 1.56372 -0.024 0.049 -0.003 0.055
C -0.66951 0.35090 2.98454 -0.023 -0.046 -0.044 0.040
C -0.89492 -0.97905 3.31888 0.014 -0.044 0.102 0.004
C -0.82335 -1.40145 4.64481 0.026 0.057 -0.049 -0.002
C -0.54399 -0.48988 5.65427 -0.004 -0.012 -0.050 0.000
C -0.34724 0.84905 5.32928 -0.002 -0.034 0.000 0.001
C -0.41073 1.26550 4.00741 -0.068 -0.008 -0.025 0.006
C 1.16940 -1.02933 -0.61336 -0.026 -0.151 0.034 -0.008
O 0.22885 -0.56791 -1.59275 -0.071 0.113 0.072 0.022
C 2.44958 -1.51778 -1.35159 -0.083 0.080 -0.065 0.006
C 3.60725 -1.86276 -0.64869 -0.055 -0.009 -0.035 0.001
C 4.73035 -2.33000 -1.31887 -0.056 0.028 0.038 0.001
C 4.72057 -2.47142 -2.70076 -0.036 -0.005 -0.015 0.000
C 3.57104 -2.14581 -3.40510 -0.024 0.024 0.062 0.000
C 2.44402 -1.67570 -2.73555 0.065 -0.008 0.009 0.000
C 0.58902 -2.28383 0.04210 0.016 0.099 0.018 -0.003
C 0.90838 -2.69132 1.33306 0.025 0.008 -0.057 0.000
C 0.43620 -3.90405 1.82306 -0.002 -0.009 -0.045 0.000
C -0.34852 -4.73242 1.03344 0.018 0.053 0.001 -0.001
C -0.65062 -4.34083 -0.26465 0.029 0.025 0.015 0.006
C -0.18050 -3.13114 -0.75490 0.073 -0.024 -0.067 -0.004
H 3.75992 0.30907 3.60127 -0.057 0.061 0.024 0.000
H 1.99617 0.21171 3.83320 0.080 0.043 -0.022 0.000
H 2.83314 1.76715 4.03348 0.016 -0.070 -0.010 0.000
H 4.68507 1.25877 1.43120 -0.053 0.086 0.027 0.000
H 3.98148 2.79426 2.00002 -0.011 -0.065 -0.088 0.000
H 3.58993 2.18986 0.38102 0.031 -0.031 0.075 0.000
H 2.09173 0.82792 -0.47826 0.142 0.031 -0.111 0.006
H 0.29241 1.91125 0.07134 -0.002 0.231 -0.162 -0.049
H -0.31084 3.56573 1.30836 -0.109 -0.026 -0.009 0.002
H -1.98074 5.36338 1.19939 -0.032 -0.114 0.012 0.000
H -4.39979 4.84160 1.31921 0.044 -0.054 0.011 0.000
H -5.13266 2.48503 1.59478 0.094 0.020 -0.009 -0.001
H -3.43408 0.67445 1.71981 0.016 0.030 -0.027 0.007
H -1.12452 -1.67969 2.52629 -0.017 0.077 0.109 0.006
H -0.99309 -2.44683 4.88506 0.009 0.085 -0.020 0.000
H -0.49123 -0.81641 6.68780 -0.005 0.035 -0.078 0.000
H -0.14073 1.57130 6.11255 -0.020 -0.041 -0.066 0.000
H -0.25702 2.31159 3.77006 -0.005 -0.054 -0.007 -0.001
H 3.63040 -1.76719 0.42798 -0.003 -0.024 -0.056 0.000
H 5.61840 -2.59065 -0.75247 -0.071 0.021 -0.038 0.000
H 5.59755 -2.84340 -3.21986 -0.070 0.042 0.035 0.000
H 3.54338 -2.25898 -4.48364 -0.012 0.004 0.061 0.000
H 1.55375 -1.43712 -3.30223 0.024 -0.001 0.021 0.002
H 1.50827 -2.05433 1.96895 -0.033 -0.034 -0.049 0.001
H 0.68345 -4.19804 2.83711 -0.008 0.021 -0.036 0.000
H -0.71364 -5.67574 1.42152 0.014 0.031 -0.016 0.000
H -1.24914 -4.98353 -0.90078 0.017 0.017 0.012 0.001
H -0.38785 -2.84153 -1.78110 -0.002 -0.023 0.086 -0.001
C -3.78743 -2.52922 -2.58009 0.090 -0.019 -0.127 -0.003
Te -3.22054 -1.68776 -0.70318 -0.361 -0.164 0.015 0.158
C -5.16408 -0.82934 -0.45836 0.015 0.010 0.079 0.010
H -4.12461 -1.73626 -3.24872 0.050 -0.079 0.086 0.001
H -4.58655 -3.25227 -2.41111 0.087 0.057 -0.033 0.012
H -2.91973 -3.03069 -3.01493 -0.124 0.056 0.068 -0.002
H -5.81020 -1.55105 0.03836 0.006 0.056 -0.039 0.007
H -5.55767 -0.57720 -1.44081 0.023 0.024 0.029 0.001
H -5.07297 0.07280 0.14443 -0.017 -0.066 -0.028 -0.011
C -1.22912 3.03863 -5.64027 0.221 -0.034 0.123 0.001
N -0.17373 2.35927 -4.89947 -0.187 0.148 -0.145 0.006
C 1.06792 2.00557 -5.39147 -0.135 -0.027 0.012 0.010
C 1.71316 1.39513 -4.36462 -0.029 -0.017 0.254 -0.003
N 0.90467 1.38586 -3.24429 0.042 -0.030 -0.164 0.007
C -0.22805 1.97038 -3.59644 0.125 0.086 -0.188 -0.007
S -1.60960 2.32992 -2.58436 -0.071 0.010 -0.086 0.149
H -1.03649 2.92983 -6.70386 0.026 -0.030 -0.025 0.001
H -1.26449 4.09799 -5.39118 0.030 0.030 0.032 0.002
H -2.19002 2.59611 -5.39885 -0.055 -0.070 0.028 0.001
H 1.35718 2.20314 -6.41316 -0.054 0.003 0.158 0.001
H 2.70436 0.96653 -4.34447 -0.110 0.026 -0.002 0.001
H 0.62688 0.18684 -2.12107 0.166 -0.069 -0.129 -0.033
```
Forces are in eV/Å.

The maximum force is 0.85 eV Å⁻¹. As for the spin multiplicity: 3.


Total energy in hartree, matching the order above: -7879.351259, -2629.864031